C35H48F18O16 | ωB97M-V with the def2-TZVPD basis set

Computed properties:
SMILES: C=CC(=O)OCCCCCCC(=O)OC.CCOC(=O)C(F)(F)F.CCOC(=O)C(F)(F)F.CCOC(=O)C(F)(F)F.CCOC(=O)C(F)(F)F.CCOC(=O)C(F)(F)F.CCOC(=O)C(F)(F)F
Charge: 0
DFT total energy: -4363.79648 Eh
HOMO-LUMO gap: 0.31315 Eh

Geometry (Å):
C 3.9047 -0.6982 2.6387
C 4.5869 -0.5047 1.4091
C 5.0332 0.8747 0.7813
O 6.1726 0.9082 0.2316
O 4.2758 2.0739 0.7861
C 2.9364 1.9007 0.2313
C 1.8926 1.5759 1.4290
C 0.6751 2.6117 1.3135
C -0.3573 2.4216 2.5328
C -1.3091 1.1445 2.3074
C -2.4273 1.5447 1.1970
C -3.3788 0.2889 0.9374
O -3.1295 -0.4621 -0.0382
O -4.4675 -0.0169 1.8136
C -5.7216 0.4053 1.1680
H 4.2734 -0.2353 3.6087
H 2.9877 -1.3857 2.7126
H 4.8834 -1.4456 0.8308
H 2.8725 1.1670 -0.6368
H 2.6180 2.9214 -0.1936
H 1.5779 0.4777 1.4374
H 2.3952 1.7599 2.4504
H 1.1000 3.6798 1.3610
H 0.1629 2.4321 0.2944
H 0.2497 2.3578 3.4968
H -1.0284 3.3438 2.5559
H -1.9081 0.9561 3.2705
H -0.7130 0.2240 2.0041
H -1.9530 1.9453 0.2466
H -3.0156 2.4140 1.6749
H -6.5717 -0.0561 1.7792
H -5.7344 -0.0064 0.0949
H -5.8088 1.5500 1.1690
C 6.1981 1.4957 -2.6954
C 6.8571 1.3379 -4.0513
O 6.2535 2.2208 -5.0149
C 6.6876 3.4961 -4.9998
O 7.5229 3.9179 -4.2438
C 6.0051 4.3082 -6.0995
F 4.6752 4.0898 -6.1587
F 6.4955 4.0090 -7.3207
F 6.1628 5.6339 -5.9408
H 5.1169 1.3531 -2.7753
H 6.5975 0.7728 -1.9837
H 6.3575 2.4989 -2.2948
H 6.7034 0.3204 -4.4169
H 7.9366 1.5008 -3.9971
C 2.4322 -7.6121 1.7552
C 2.3331 -6.6351 2.9104
O 3.5577 -5.8991 3.0592
C 3.7166 -4.8449 2.2363
O 2.9135 -4.5044 1.4081
C 5.0301 -4.1286 2.5359
F 6.0615 -4.9813 2.6897
F 4.9600 -3.4089 3.6744
F 5.3880 -3.2716 1.5612
H 3.3001 -8.2649 1.8785
H 1.5325 -8.2276 1.6925
H 2.5598 -7.0881 0.8054
H 2.1813 -7.1837 3.8421
H 1.4839 -5.9570 2.7935
C -5.7458 -3.3078 2.7133
C -6.2207 -2.9636 4.1110
O -7.5264 -3.5115 4.3533
C -7.5655 -4.8111 4.7059
O -6.5947 -5.5119 4.8187
C -9.0027 -5.2453 4.9801
F -9.8619 -4.8102 4.0364
F -9.4530 -4.7662 6.1581
F -9.1396 -6.5811 5.0322
H -6.4789 -2.9861 1.9686
H -4.7903 -2.8243 2.5004
H -5.6223 -4.3866 2.5929
H -6.3112 -1.8799 4.2104
H -5.5112 -3.2987 4.8720
C -7.0313 -5.8373 -2.3533
C -8.2874 -5.0675 -2.7114
O -8.3296 -3.8126 -2.0141
C -7.6113 -2.8106 -2.5573
O -6.9554 -2.9133 -3.5595
C -7.7865 -1.5301 -1.7460
F -7.6895 -1.7428 -0.4168
F -8.9933 -0.9653 -1.9546
F -6.8711 -0.5931 -2.0483
H -6.9512 -5.9580 -1.2700
H -7.0379 -6.8245 -2.8199
H -6.1357 -5.3053 -2.6818
H -9.1663 -5.6325 -2.3946
H -8.3737 -4.9155 -3.7904
C 6.8857 7.7584 1.2133
C 5.9441 7.1893 0.1702
O 5.0785 6.2022 0.7526
C 4.0004 6.6732 1.4071
O 3.7371 7.8404 1.5291
C 3.1488 5.5186 1.9270
F 3.8850 4.5568 2.5151
F 2.4584 4.9166 0.9314
F 2.2410 5.9089 2.8385
H 7.4393 6.9564 1.7083
H 7.5968 8.4488 0.7551
H 6.3360 8.2934 1.9910
H 6.5206 6.6825 -0.6063
H 5.3632 7.9746 -0.3204
C -1.9849 0.4757 -3.8071
C -1.7295 1.6316 -4.7553
O -0.6568 2.4568 -4.2730
C 0.5902 2.0197 -4.5378
O 0.8403 1.0054 -5.1329
C 1.6246 3.0124 -4.0142
F 1.3519 3.4408 -2.7644
F 1.6971 4.1162 -4.7850
F 2.8601 2.5005 -3.9656
H -2.1638 0.8429 -2.7932
H -2.8513 -0.1045 -4.1309
H -1.1213 -0.1910 -3.7566
H -2.6161 2.2669 -4.8056
H -1.5248 1.2828 -5.7708

C35H48O9S | ωB97M-V with the def2-TZVPD basis set

Computed properties:
SMILES: CCOCCOCCOCc1ccc2c(c1)C(=O)c1cc(CCCS)cc(CCOC=O)c1C2=O.C1CCOC1.C1CCOC1
Charge: 0
DFT total energy: -2437.72635 Eh
HOMO-LUMO gap: 0.31131 Eh

Geometry (Å):
C -4.9961 -3.4932 -3.1903
C -3.7158 -2.8418 -3.7345
O -3.1568 -2.0125 -2.7293
C -1.7544 -1.8467 -2.7982
C -1.3758 -0.4645 -3.3432
O -0.2220 -0.4475 -4.1642
C 0.9076 -0.9911 -3.5098
C 2.1819 -0.5041 -4.2024
O 3.1642 -1.5196 -4.1735
C 4.1534 -1.2905 -3.1913
C 3.6267 -1.6298 -1.8113
C 2.8504 -2.7747 -1.6312
C 2.2942 -3.0698 -0.3940
C 2.5099 -2.1898 0.6600
C 3.3169 -1.0611 0.4980
C 3.8946 -0.7834 -0.7366
C 3.4731 -0.1546 1.6645
O 4.5081 0.3841 1.9400
C 2.2151 0.0168 2.4421
C 1.8536 1.2635 2.9300
C 0.6246 1.4028 3.5726
C 0.1497 2.7442 4.0849
C 0.5581 3.8972 3.1524
C -0.5041 5.0083 3.0776
S -0.6657 5.7716 1.4458
C -0.1878 0.2777 3.7199
C 0.1694 -0.9825 3.2505
C -0.7858 -2.1313 3.4016
C -1.6953 -2.3437 2.1667
O -1.2644 -1.4988 1.0843
C -2.2308 -0.8736 0.3970
O -2.0025 0.0792 -0.2630
C 1.3987 -1.1120 2.5994
C 1.8678 -2.3832 1.9823
O 1.7451 -3.4642 2.5000
H -4.9959 -3.3787 -2.1132
H -4.9773 -4.5575 -3.4047
H -5.8802 -3.0466 -3.6280
H -3.9592 -2.2393 -4.6106
H -3.0232 -3.6286 -4.0297
H -1.3785 -1.9326 -1.7777
H -1.2773 -2.6457 -3.3625
H -1.1942 0.2018 -2.4929
H -2.2091 -0.0435 -3.8935
H 0.8960 -0.7027 -2.4547
H 0.9091 -2.0777 -3.5892
H 1.8920 -0.2653 -5.2194
H 2.5024 0.4157 -3.7135
H 4.4383 -0.2386 -3.1971
H 5.0173 -1.9131 -3.4071
H 2.6531 -3.4484 -2.4506
H 1.6832 -3.9443 -0.2445
H 4.4970 0.1059 -0.8474
H 2.5129 2.1028 2.7862
H 0.4957 2.9170 5.0994
H -0.9368 2.7174 4.0672
H 1.5086 4.3277 3.4559
H 0.6977 3.5282 2.1423
H -0.2357 5.8163 3.7509
H -1.4739 4.6326 3.3857
H -0.6818 4.6874 0.6579
H -1.1496 0.4093 4.2001
H -0.2493 -3.0449 3.6115
H -1.4043 -1.9347 4.2730
H -1.6617 -3.3793 1.8436
H -2.7227 -2.1158 2.4361
H -3.2116 -1.3592 0.4526
C 0.4623 -0.1769 -7.6853
C -0.6730 -0.5886 -8.6180
C -0.0025 -1.6572 -9.4707
O 0.9771 -2.2806 -8.6384
C 1.1617 -1.5083 -7.4489
H 0.1233 0.2906 -6.7621
H 1.1349 0.5170 -8.1962
H -1.4898 -1.0264 -8.0393
H -1.0765 0.2323 -9.2090
H 0.5045 -1.2152 -10.3356
H -0.7005 -2.4146 -9.8298
H 0.7034 -2.0495 -6.6132
H 2.2286 -1.3999 -7.2486
C -1.9161 3.2336 9.0934
C -0.9063 4.2116 9.6874
C 0.2794 4.0387 8.7484
O -0.2662 3.7067 7.4679
C -1.6534 3.3880 7.6021
H -2.9486 3.4487 9.3637
H -1.6842 2.2156 9.4141
H -1.2918 5.2316 9.6249
H -0.6542 4.0065 10.7264
H 0.9279 3.2184 9.0733
H 0.8838 4.9414 8.6561
H -2.2417 4.2093 7.1782
H -1.8687 2.4804 7.0361

C35H49BrN7O2S2Si4Tl | ωB97M-V with the def2-TZVPD basis set

Computed properties:
Charge: -2
DFT total energy: -6597.87964 Eh
HOMO-LUMO gap: 0.16682 Eh

Geometry (Å):
Tl 1.5677 0.2859 1.1866
O 4.9137 2.4501 -1.4202
C 4.0121 1.7299 -0.9865
N 3.0749 2.0307 -0.0869
C 2.7786 3.3037 0.2649
O 2.7879 4.2917 -0.4574
C 2.3472 3.4465 1.7057
C 1.7653 4.6437 2.1156
C 1.4389 4.8121 3.4452
C 1.7067 3.7769 4.3294
C 2.2627 2.6146 3.8284
N 2.5781 2.4438 2.5546
C 4.0477 0.2711 -1.3821
C 4.8916 -0.0947 -2.4335
C 5.0366 -1.4287 -2.7570
C 4.3475 -2.3685 -1.9998
C 3.5146 -1.9116 -0.9946
N 3.3480 -0.6328 -0.6934
H 1.5554 5.3951 1.3738
H 0.9744 5.7274 3.7889
H 1.4746 3.8647 5.3821
H 2.4647 1.7670 4.4727
H 5.4210 0.6862 -2.9585
H 5.6676 -1.7409 -3.5792
H 4.4320 -3.4246 -2.2053
H 2.9411 -2.6065 -0.3996
C 0.0355 -5.8673 1.5774
C 1.0371 -4.8101 1.9322
C 2.1599 -5.1036 2.7204
C 3.0795 -4.0879 2.9928
C 2.8301 -2.8475 2.4542
Br 4.0120 -1.3759 2.7750
N 1.7887 -2.5493 1.6951
C 0.8995 -3.5197 1.4581
H 0.1263 -6.7329 2.2341
H 0.2068 -6.2003 0.5518
H -0.9797 -5.4743 1.6289
H 2.3083 -6.0962 3.1173
H 3.9484 -4.2669 3.6060
H 0.0511 -3.2150 0.8643
C -2.6651 -2.5329 0.6613
Si -2.6350 -1.0321 -0.5454
C -4.0080 -1.5637 -1.8065
C -3.4715 0.3924 0.4138
Si -0.4210 -0.6495 -1.3172
Si 0.0430 -2.4788 -2.7780
C 0.6443 -4.0808 -1.8810
C 1.4937 -2.0838 -3.9809
C -1.2935 -3.2334 -3.9717
Si -0.6241 1.2180 -2.7378
C -1.4137 2.7724 -1.9679
C 1.0533 1.8104 -3.4377
C -1.6904 0.8837 -4.3207
H -3.6734 -2.7886 0.9828
H -2.0754 -2.3225 1.5487
H -2.2475 -3.4121 0.1763
H -4.9644 -1.7604 -1.3259
H -3.7117 -2.4649 -2.3326
H -4.1664 -0.7911 -2.5532
H -4.3056 0.0625 1.0316
H -3.8486 1.1549 -0.2655
H -2.7578 0.8848 1.0681
H 1.4136 -3.8399 -1.1581
H 1.0645 -4.8238 -2.5562
H -0.1660 -4.5525 -1.3348
H 2.2086 -1.4525 -3.4668
H 1.1486 -1.5342 -4.8536
H 2.0336 -2.9604 -4.3353
H -2.0984 -3.6804 -3.3928
H -0.9120 -3.9959 -4.6516
H -1.7314 -2.4429 -4.5749
H -0.7709 3.1592 -1.1853
H -2.3761 2.5558 -1.5122
H -1.5649 3.5700 -2.6918
H 1.7208 2.0865 -2.6280
H 0.9418 2.6814 -4.0799
H 1.5437 1.0328 -4.0163
H -2.7152 0.6469 -4.0534
H -1.2958 0.0336 -4.8678
H -1.7143 1.7315 -5.0001
C -5.4590 4.3656 1.4415
C -3.9840 4.5624 1.2104
C -3.4847 5.6619 0.5103
C -2.0996 5.7181 0.4013
N -1.2985 4.8035 0.8876
C -1.8672 3.7391 1.4941
S -0.8782 2.4894 2.0398
N -3.1964 3.6299 1.6958
H -6.0039 5.3039 1.3370
H -5.6155 3.9499 2.4351
H -5.8457 3.6484 0.7160
H -4.1287 6.4236 0.0928
H -1.6104 6.5455 -0.1111
S -2.2019 0.3081 4.7165
C -1.7479 -1.3058 4.3066
C -0.4397 -1.3438 3.9553
N 0.2128 -0.1573 4.0023
C -0.5683 0.7958 4.3746
H -2.4599 -2.1070 4.3308
H 0.0942 -2.2292 3.6594
H -0.2629 1.8128 4.5008

C35H50BN11SbSeSi3Ti | ωB97M-V with the def2-TZVPD basis set

Computed properties:
Charge: +1
DFT total energy: -6350.51762 Eh
HOMO-LUMO gap: 0.25194 Eh

Geometry (Å):
Ti 0.0132 -0.2941 -0.6610
C -0.0194 3.9807 -0.8952
C -0.3984 2.7123 -1.2759
N -0.1481 1.8043 -0.3139
N 0.4053 2.5257 0.7133
C 0.4800 3.8196 0.3785
B 1.1577 1.7976 1.8507
N 0.2724 0.6849 2.4645
C 0.0755 0.4160 3.7701
C -0.4226 -0.8636 3.8806
C -0.5041 -1.3139 2.5641
N -0.1105 -0.3713 1.7131
N 2.3391 1.1074 1.0972
C 3.6659 1.1432 1.3007
C 4.2709 0.2380 0.4521
C 3.2177 -0.3247 -0.2561
N 2.0555 0.2200 0.1143
N 1.6613 2.6889 2.9673
C 2.5070 2.3088 3.9688
C 2.5801 3.3321 4.8696
C 1.7244 4.3223 4.3379
N 1.1685 3.9348 3.2057
H -0.1100 4.8998 -1.4540
H -0.8332 2.4222 -2.2034
H 0.8833 4.5322 1.0788
H 0.3136 1.1389 4.5346
H -0.6798 -1.3965 4.7836
H -0.8156 -2.2861 2.2118
H 4.0987 1.8116 2.0279
H 5.3224 0.0152 0.3612
H 3.2484 -1.0937 -1.0059
H 2.9659 1.3300 3.9880
H 3.1589 3.3679 5.7794
H 1.4919 5.2999 4.7397
C -1.3068 2.3321 -4.6373
Sb -1.8450 0.5282 -3.5864
C 0.1998 -0.0789 -2.7350
C -0.0069 -1.5210 -3.1477
C 0.4315 -2.1181 -4.3284
C 0.0570 -3.4227 -4.6042
C -0.7494 -4.1101 -3.7071
C -1.1549 -3.4445 -2.5664
N -0.8070 -2.1874 -2.3085
Si 1.7802 0.6876 -3.4969
C 1.6387 1.1609 -5.3064
C 3.1030 -0.6556 -3.4588
C 2.3847 2.2292 -2.6337
C -3.3703 1.2624 -2.0363
C -3.2275 0.4499 -0.7895
C -4.2508 0.4405 0.1734
C -4.3087 -0.5360 1.1413
C -3.3612 -1.5529 1.1287
C -2.3419 -1.4504 0.2257
N -2.2040 -0.4280 -0.6511
Si -4.8351 0.3614 -2.9757
C -5.0396 1.2372 -4.6150
C -4.3836 -1.4402 -3.2554
C -6.4745 0.2617 -2.0906
Si -3.8521 3.0968 -1.6294
C -5.6844 3.4559 -1.7720
C -3.4679 3.5097 0.1533
C -3.0971 4.3595 -2.7788
H -0.6239 2.9940 -4.1095
H -2.2177 2.8669 -4.8996
H -0.8349 1.9823 -5.5530
H 1.0502 -1.5660 -5.0273
H 0.3858 -3.8980 -5.5210
H -1.0640 -5.1285 -3.8896
H -1.7949 -3.9300 -1.8357
H 1.0061 0.4839 -5.8940
H 2.6468 1.1182 -5.7341
H 1.2647 2.1780 -5.4411
H 3.2753 -1.0394 -4.4690
H 2.8243 -1.5091 -2.8358
H 4.0535 -0.2527 -3.0964
H 1.9077 3.1222 -3.0518
H 3.4642 2.3201 -2.8103
H 2.2274 2.2332 -1.5545
H -5.0405 1.1782 0.0944
H -5.1130 -0.5405 1.8681
H -3.4129 -2.3920 1.8098
H -1.5883 -2.2236 0.1558
H -4.1745 1.0767 -5.2698
H -5.1941 2.3179 -4.5117
H -5.9153 0.8216 -5.1282
H -4.0181 -1.6077 -4.2698
H -5.2714 -2.0623 -3.1019
H -3.6072 -1.7891 -2.5667
H -6.9000 1.2123 -1.7772
H -6.4222 -0.4052 -1.2260
H -7.1725 -0.1927 -2.8055
H -6.2788 3.0094 -0.9701
H -6.1177 3.1592 -2.7315
H -5.7954 4.5437 -1.6852
H -4.0977 2.9528 0.8524
H -3.6914 4.5746 0.2968
H -2.4314 3.3463 0.4412
H -3.4675 4.2323 -3.8000
H -2.0083 4.3745 -2.8058
H -3.4379 5.3439 -2.4340
Se 2.1004 -4.3271 0.8051
C 1.3536 -2.9406 0.1123
N 0.8321 -1.9906 -0.3761

> The highest HOMO-LUMO gap belongs to which entry?

C35H48F18O16

> What is the DFT total energy in the second record?

-2437.72635 Eh